# 1
Molecular formula: C30H30CdN7O5P
Method: DFT, ωB97M-V/def2-TZVPD

Structure (XYZ):
```
74
Properties=species:S:1:pos:R:3:mulliken_charge:R:1
Cd 0.10 0.49 -0.15 2.533
P -2.93 1.24 0.92 0.339
O -1.83 -3.85 -1.09 -0.507
O 2.96 -0.47 0.46 -0.562
O 2.32 -0.44 3.49 -0.527
O -1.73 -1.62 -1.15 -0.368
O 0.61 0.56 2.53 -0.570
N -1.91 1.34 -0.21 -0.473
N -1.22 1.82 -5.39 -0.400
N 0.84 -1.04 -2.32 -0.630
N -1.45 1.93 -3.11 -0.103
N -0.09 0.30 -4.18 -0.778
N 4.89 0.66 0.47 -0.434
N 0.05 -1.67 1.02 1.113
C -2.84 -0.12 2.16 0.736
C -1.37 -2.66 -0.67 -0.512
C -3.94 4.08 3.78 -0.797
C -3.05 5.10 3.47 -0.462
C 3.54 0.61 0.41 0.551
C -2.17 -1.04 4.29 -0.645
C -0.42 -2.80 0.48 0.399
C 1.18 -2.97 2.66 -1.178
C -2.28 0.04 3.42 -0.790
C -2.14 3.77 1.68 -0.502
C -2.15 4.94 2.43 -0.665
C -3.03 2.74 1.99 0.233
C -7.04 0.63 0.63 -0.811
C 0.35 -0.36 -3.13 0.587
C 1.68 1.93 -0.70 -1.463
C -5.75 0.65 1.14 -0.126
C 1.25 -0.44 2.68 0.124
C -7.27 1.02 -0.68 -0.481
C -4.92 1.45 -0.96 -0.512
C -0.11 -4.05 0.98 -0.812
C -3.18 -2.47 2.64 -0.833
C 2.83 1.95 0.31 -0.719
C 0.70 -4.14 2.10 -0.918
C -2.63 -2.29 3.91 -0.473
C -0.90 1.32 -4.17 0.570
C -6.21 1.42 -1.48 -0.623
C -4.68 1.07 0.35 0.413
C -3.28 -1.39 1.78 -0.587
C -3.93 2.91 3.04 0.036
C 0.84 -1.76 2.08 0.979
H -1.45 3.62 0.86 0.362
H -5.57 0.31 2.16 0.305
H -8.28 1.02 -1.08 0.385
H 5.39 1.53 0.37 0.187
H -1.65 2.73 -5.47 0.193
H -0.52 -4.93 0.51 0.605
H -1.73 -0.90 5.27 0.447
H 1.78 -3.02 3.57 0.458
H -4.07 1.74 -1.57 0.173
H 2.45 2.17 1.31 0.185
H -2.42 -3.68 -1.84 0.396
H -1.91 1.02 3.73 0.353
H 2.84 -1.24 3.36 0.359
H 3.59 2.71 0.07 0.474
H -1.44 5.74 2.20 0.415
H -3.72 -1.52 0.79 0.592
H -2.55 -3.13 4.59 0.413
H -4.64 4.20 4.59 0.404
H 0.94 -5.10 2.53 0.425
H -3.55 -3.44 2.34 0.446
H -6.39 1.72 -2.51 0.414
H -3.05 6.02 4.05 0.376
H -0.66 1.51 -6.17 0.262
H 1.26 2.93 -0.79 0.546
H -7.86 0.31 1.25 0.402
H -4.63 2.12 3.29 0.252
H -2.08 2.70 -3.27 0.275
H 5.42 -0.19 0.48 0.239
H -1.48 1.55 -2.15 -0.211
H 2.09 1.65 -1.68 0.517
```

Output
Kohn-Sham gap ... 6.7 eV
ΔE to the lowest compared entry with this formula, charge and spin ... 0.097 eV
Max |F| ... 0.63 eV/Å
E ... -66119.8582 eV
HOMO level ... -7.0298 eV

# 2
Molecular formula: C30H30ClN9O5S2Ti
Method: DFT, ωB97M-V/def2-TZVPD

Structure (XYZ):
```
78
Properties=species:S:1:pos:R:3:mulliken_charge:R:1
Ti -0.90 0.15 -0.31 -0.615
Cl -1.24 -3.20 -2.56 1.869
S 0.28 0.53 -2.60 -0.805
S 3.02 -0.19 -3.22 -0.285
O -2.31 -3.77 -1.76 -0.701
O -1.78 -2.53 -3.72 -0.703
O -0.33 -4.26 -2.96 -0.739
O -0.49 -2.23 -1.76 -0.733
O -1.03 0.44 1.49 -0.247
N -2.18 -1.55 0.35 1.488
N 2.01 -0.57 -0.82 -0.918
N -5.07 -3.26 2.57 -0.529
N -0.73 -3.22 1.03 -0.020
N -2.68 0.31 -1.46 1.395
N 1.02 -0.44 0.16 2.044
N -2.89 -3.28 1.81 -0.778
N -0.95 2.32 -0.26 1.956
N -4.50 -1.79 0.89 -0.813
C -1.97 -2.66 1.07 -0.194
C -1.31 -0.02 3.77 -0.638
C -2.92 1.09 -2.53 -0.312
C -4.11 -2.74 1.71 0.040
C -0.58 -0.12 2.58 -0.121
C 4.41 -0.87 -2.26 -0.264
C 1.14 -1.30 3.76 -0.991
C 0.02 3.25 -0.59 0.035
C -0.51 4.53 -0.55 -0.904
C 7.05 2.18 -0.74 -0.391
C 1.72 -0.14 -2.01 0.826
C 5.79 2.00 -0.19 -0.917
C 1.47 2.92 -0.79 -1.133
C -4.15 1.29 -3.08 -1.108
C -2.09 3.05 0.05 0.233
C 0.42 -1.19 4.94 -1.013
C -3.36 2.49 0.62 -1.201
C -0.82 -0.56 4.94 -0.550
C -3.50 -1.22 0.17 -0.236
C 7.45 1.37 -1.79 -0.539
C 0.66 -0.80 2.55 0.462
C 1.41 -0.97 1.30 0.916
C 6.60 0.39 -2.28 -0.586
C -5.27 0.65 -2.49 -0.498
C -1.86 4.40 -0.14 -0.998
C 4.94 1.02 -0.68 0.386
C -5.08 -0.13 -1.39 -0.928
C -3.77 -0.32 -0.88 0.029
C 5.33 0.20 -1.73 0.258
C 2.63 -1.84 1.31 -1.965
H 2.10 -1.78 3.79 0.334
H -2.26 0.50 3.73 0.464
H 2.72 -2.35 0.36 0.271
H 1.74 2.75 -1.84 0.262
H 3.94 0.89 -0.26 0.429
H 6.91 -0.24 -3.11 0.334
H -4.16 2.40 -0.13 0.131
H -5.89 -0.65 -0.89 0.452
H -0.73 -4.18 1.31 0.289
H 4.94 -1.54 -2.94 0.526
H -2.58 5.19 0.03 0.434
H -0.23 -3.00 0.17 0.145
H 5.46 2.63 0.63 0.413
H 1.74 2.02 -0.24 -0.121
H -4.86 -4.20 2.88 0.268
H -6.01 -3.11 2.25 0.282
H 3.94 -1.43 -1.46 -0.299
H 2.56 -2.58 2.10 0.643
H 2.08 3.74 -0.41 0.519
H 7.71 2.95 -0.36 0.357
H 0.04 5.45 -0.75 0.412
H -3.72 3.16 1.41 0.446
H 3.55 -1.26 1.45 0.239
H 0.82 -1.61 5.86 0.356
H 8.44 1.50 -2.23 0.350
H -6.26 0.77 -2.91 0.367
H -2.06 1.60 -2.95 0.328
H -1.41 -0.49 5.85 0.396
H -4.26 1.93 -3.95 0.408
H -3.23 1.51 1.07 0.005
```

Output
Kohn-Sham gap (alpha / beta) ... 4.5 / 5.7 eV
ΔE to the lowest compared entry with this formula, charge and spin ... 1.011 eV
Max |F| ... 2.42 eV/Å
Spin multiplicity ... 3
E ... -112552.7460 eV
Charge ... -2
HOMO level (alpha / beta) ... -0.2922 / -1.5368 eV